(1)
C44H46BF4N10PS2Tb | ωB97M-V/def2-TZVPD

The geometry in XYZ format:
```
109
Properties=species:S:1:pos:R:3:forces:R:3
Tb -2.790 16.892 20.179 -0.802 1.865 -0.438
S 1.110 21.735 20.136 -1.236 -0.093 0.287
C 1.399 23.334 19.633 0.189 0.795 -0.602
C 0.427 24.220 20.012 1.049 -0.559 0.367
C -0.553 23.567 20.777 -0.823 -0.104 0.515
C -0.436 22.193 20.886 0.943 0.725 -0.907
C -1.525 21.298 21.264 1.219 -0.207 0.453
C -1.472 19.934 21.027 -1.215 0.023 -0.587
N -2.563 19.117 21.151 1.386 0.230 0.211
C -3.651 19.633 21.777 -1.801 0.758 0.556
C -3.747 21.039 22.161 2.810 -0.540 -1.358
C -4.901 21.511 22.775 -2.581 -1.032 0.808
C -5.932 20.669 23.066 0.263 -0.245 0.418
C -5.890 19.258 22.759 0.113 0.800 -0.043
C -6.897 18.393 23.098 -0.865 -0.690 -0.543
C -6.890 17.054 22.626 1.658 0.194 -0.547
C -5.716 16.668 21.859 -0.165 1.523 0.282
N -4.721 17.525 21.579 -1.032 -2.397 0.167
C -4.776 18.775 22.025 1.121 2.127 0.298
C -7.936 16.088 22.883 0.298 -0.996 -0.727
C -7.992 14.803 22.321 -1.274 1.072 1.780
C -9.098 14.067 22.851 -0.285 -0.118 -0.235
C -9.898 14.824 23.661 0.427 -0.410 0.001
S -9.265 16.404 23.972 0.352 -0.838 -0.879
C -2.653 21.883 21.878 -1.519 -0.597 0.513
H 2.250 23.579 19.013 0.089 -0.192 0.221
H 0.491 25.291 19.855 -0.117 -0.196 -0.108
H -1.347 24.128 21.259 -0.098 -0.203 -0.294
H -0.612 19.463 20.562 -0.005 0.168 0.073
H -5.055 22.528 23.037 0.364 0.896 0.100
H -6.800 21.010 23.626 0.054 0.146 -0.190
H -7.778 18.793 23.619 0.371 -0.265 -0.084
H -5.570 15.671 21.424 -0.325 0.311 0.406
H -7.327 14.407 21.596 0.583 -0.117 -0.349
H -9.314 12.997 22.646 0.149 1.009 -0.014
H -10.804 14.474 24.106 -0.307 0.073 0.358
H -2.689 22.951 22.172 -0.012 -0.948 -0.305
F -2.937 15.581 22.131 0.529 -0.523 0.090
B -1.545 15.552 22.612 -0.005 0.452 1.027
F -0.857 16.338 21.586 -0.192 -0.562 0.660
F -1.549 16.189 23.863 0.330 -0.649 -1.300
F -1.057 14.251 22.626 -0.272 0.777 0.083
N -3.999 9.091 19.641 0.328 0.517 0.254
C -3.624 10.182 19.678 -0.497 -0.741 -0.644
C -3.269 11.568 19.561 0.060 -0.378 1.117
C -2.070 12.013 20.116 -0.100 -0.150 -0.350
C -1.723 13.341 20.006 0.751 1.980 0.559
C -2.666 14.306 19.586 0.479 -4.298 -0.468
C -3.858 13.821 19.088 -0.959 1.782 0.133
C -4.193 12.468 19.079 -0.157 0.208 -0.672
H -1.402 11.329 20.637 -0.071 0.128 -0.362
H -0.737 13.613 20.384 -0.307 0.165 -0.123
H -4.629 14.534 18.813 -0.010 -0.094 -0.289
H -5.145 12.139 18.629 0.572 0.236 0.462
N -0.934 17.626 18.884 1.830 -0.918 -0.704
C 0.064 17.248 18.347 -0.762 0.368 -0.239
N 1.031 16.950 17.546 -1.740 0.904 0.451
C 2.116 16.287 17.803 1.987 -1.344 0.582
N 3.111 15.682 17.935 -1.263 0.812 -0.185
N -4.250 17.462 18.671 0.628 -0.368 0.466
P -4.587 18.349 17.465 -0.876 0.217 -0.374
N -3.448 19.346 16.734 0.139 -0.402 -0.491
C -2.490 18.806 15.711 -0.336 1.265 0.666
C -2.029 20.021 14.857 1.239 -1.431 0.283
C -1.174 21.008 15.681 -0.974 -0.276 1.579
C -1.478 20.808 17.228 -0.553 -0.099 -0.717
C -2.939 20.492 17.534 -0.510 -0.851 0.746
N -5.826 19.456 17.816 -0.077 1.149 -0.834
C -6.276 20.476 16.838 -0.125 -0.100 0.734
C -6.616 21.786 17.583 -0.228 0.513 0.042
C -7.645 21.622 18.763 0.606 -0.577 -0.148
C -8.069 20.139 18.840 0.748 0.324 0.032
C -6.870 19.164 18.824 0.455 -0.498 0.271
N -5.135 17.383 16.179 -0.011 -0.350 0.112
C -5.051 15.942 16.368 0.620 -0.302 0.876
C -6.308 15.156 15.952 1.297 0.619 -0.183
C -6.477 15.321 14.436 -0.746 0.924 -1.303
C -5.885 16.680 13.910 -0.427 0.293 -0.035
C -5.899 17.787 14.992 0.147 0.213 0.158
H -3.018 18.083 15.079 0.179 0.057 0.302
H -1.621 18.344 16.225 -0.434 -0.015 -0.500
H -2.889 20.470 14.403 -0.592 0.457 -0.037
H -1.443 19.605 14.030 0.070 0.134 -0.031
H -1.410 22.023 15.406 -0.385 0.516 -0.045
H -0.105 20.965 15.523 0.291 -0.591 -0.142
H -1.227 21.698 17.804 0.316 -0.064 0.023
H -0.992 19.931 17.652 0.771 0.237 -0.206
H -3.605 21.332 17.416 -0.203 0.564 -0.370
H -3.052 20.213 18.616 0.369 0.291 -0.697
H -7.160 20.113 16.288 -0.005 0.131 0.156
H -5.524 20.644 16.062 0.164 0.020 0.359
H -6.951 22.523 16.845 -0.189 -0.070 0.023
H -5.716 22.232 18.026 0.065 -0.337 -0.268
H -8.549 22.268 18.716 0.650 -0.297 -0.261
H -7.105 21.895 19.695 -0.441 -0.234 -0.398
H -8.748 19.891 18.048 -0.421 0.011 -0.693
H -8.637 20.012 19.751 -0.027 -0.374 0.382
H -7.171 18.111 18.665 -0.341 0.373 0.311
H -6.414 19.225 19.813 0.151 -0.198 0.075
H -4.711 15.764 17.439 -0.749 0.332 -1.586
H -4.247 15.574 15.732 0.378 -0.362 -0.109
H -7.159 15.547 16.496 -0.316 -0.186 0.135
H -6.059 14.136 16.241 -0.576 -0.249 -0.049
H -7.559 15.320 14.119 0.896 -0.201 0.522
H -5.984 14.571 13.800 -0.160 -0.271 0.642
H -6.483 17.015 13.037 0.153 -0.052 0.548
H -4.880 16.554 13.480 -0.060 -0.051 0.498
H -6.938 17.987 15.301 0.012 -0.034 -0.290
H -5.503 18.740 14.589 -0.085 -0.438 0.138
```
Forces are in eV/Å.

Computed properties:
expectation value of S²: 12.92
orbital gap (spin up / spin down): 4.22 / 4.44 eV
2S+1: 7
charge: -1


(2)
C44H46BrN7O4Y | ωB97M-V/def2-TZVPD

The geometry in XYZ format:
```
103
Properties=species:S:1:pos:R:3:forces:R:3
Y -0.410 -0.315 -0.751 0.550 -0.080 0.218
C 1.605 -1.272 -2.052 0.322 -0.048 -0.265
C 2.021 -2.284 -1.100 -0.448 0.012 -0.101
C 2.993 -1.759 -0.277 -0.002 0.086 0.102
C 3.282 -0.426 -0.700 -0.098 -0.121 0.042
C 2.472 -0.134 -1.789 -0.208 0.073 -0.086
C 2.668 0.982 -2.773 0.030 0.066 -0.106
C 4.371 0.414 -0.107 0.102 0.133 0.038
C 3.679 -2.496 0.832 0.028 -0.045 0.134
C 1.535 -3.701 -1.039 0.041 -0.119 -0.036
C 1.354 -1.642 -3.501 -0.108 0.024 -0.114
H 3.432 0.725 -3.515 -0.005 -0.023 0.031
H 3.000 1.920 -2.317 -0.010 -0.026 0.018
H 1.762 1.196 -3.347 0.001 -0.003 0.039
H 5.326 -0.116 -0.116 -0.027 -0.036 -0.004
H 4.181 0.688 0.938 -0.015 -0.020 -0.015
H 4.531 1.337 -0.672 -0.006 -0.025 -0.001
H 4.414 -3.210 0.446 -0.033 0.009 -0.028
H 2.970 -3.068 1.438 -0.001 0.011 -0.027
H 4.211 -1.825 1.508 -0.010 0.016 -0.023
H 2.368 -4.404 -1.120 0.017 0.023 0.000
H 0.847 -3.934 -1.856 0.004 0.008 0.022
H 1.024 -3.941 -0.100 0.047 0.027 0.001
H 2.297 -1.831 -4.025 0.010 -0.001 0.027
H 0.839 -0.857 -4.067 0.016 0.007 0.029
H 0.755 -2.547 -3.604 0.033 -0.012 0.028
C 1.829 4.026 -0.610 -0.045 0.044 -0.083
O 0.917 3.931 -1.739 0.018 0.031 -0.023
C 0.307 2.757 -1.613 0.067 -0.054 0.007
N 0.607 1.992 -0.638 -0.030 0.111 -0.014
C 1.757 2.638 0.057 -0.037 -0.091 -0.054
C 1.730 2.736 1.562 -0.004 0.011 -0.021
C 0.723 2.217 2.353 -0.020 0.090 0.050
C 0.752 2.383 3.734 0.009 -0.036 -0.025
C 1.808 3.045 4.335 -0.026 -0.011 0.011
C 2.838 3.545 3.548 -0.003 0.008 0.014
C 2.797 3.395 2.173 0.055 0.007 0.010
C -0.617 2.392 -2.712 0.006 0.004 0.053
C -0.950 3.259 -3.740 -0.025 -0.021 -0.045
C -1.732 2.767 -4.775 -0.009 0.087 -0.051
C -2.129 1.438 -4.774 -0.044 -0.088 0.038
C -1.746 0.648 -3.701 0.121 0.086 -0.047
N -1.030 1.129 -2.690 0.111 -0.141 0.243
C -2.011 -0.804 -3.620 0.067 -0.039 0.030
N -1.563 -1.562 -2.698 -0.313 0.113 -0.205
C -1.995 -2.944 -3.059 0.142 0.027 0.023
C -2.981 -2.709 -4.211 -0.020 0.095 -0.040
O -2.740 -1.330 -4.601 -0.011 -0.029 -0.058
C -2.534 -3.738 -1.892 -0.008 -0.074 0.051
C -1.846 -3.717 -0.682 -0.005 0.030 -0.088
C -2.296 -4.437 0.411 0.008 -0.008 0.011
C -3.436 -5.223 0.293 -0.012 -0.025 0.036
C -4.108 -5.282 -0.916 -0.018 -0.005 -0.013
C -3.661 -4.544 -2.006 -0.003 0.042 0.008
H 1.473 4.823 0.040 -0.002 0.005 0.019
H 2.808 4.272 -1.012 0.026 0.031 0.050
H 2.622 2.037 -0.219 -0.025 0.022 0.000
H -0.088 1.678 1.896 -0.050 -0.039 -0.037
H -0.049 1.972 4.336 0.006 -0.011 0.007
H 1.837 3.162 5.411 0.002 0.006 -0.016
H 3.676 4.051 4.010 0.000 -0.008 -0.017
H 3.612 3.787 1.573 -0.013 -0.021 -0.001
H -0.588 4.277 -3.737 0.007 -0.004 0.021
H -2.011 3.413 -5.596 0.002 -0.008 0.005
H -2.707 1.012 -5.581 0.005 0.013 -0.009
H -1.101 -3.449 -3.435 0.010 -0.014 0.016
H -4.023 -2.768 -3.899 -0.002 -0.019 0.001
H -2.812 -3.334 -5.081 -0.008 -0.038 0.001
H -0.943 -3.126 -0.597 0.038 -0.020 0.089
H -1.764 -4.379 1.352 0.011 0.011 -0.018
H -3.794 -5.792 1.141 0.009 0.010 -0.004
H -4.987 -5.906 -1.018 0.009 0.008 -0.004
H -4.202 -4.619 -2.941 0.006 -0.002 0.015
Br 1.378 -0.971 7.470 -0.002 -0.007 0.024
C 1.597 -0.866 5.600 0.028 0.014 -0.052
C 2.804 -0.414 5.074 -0.012 -0.021 0.121
N 3.024 -0.295 3.771 -0.036 -0.002 -0.101
C 2.031 -0.617 2.946 0.059 0.015 0.087
C 0.800 -1.087 3.382 -0.099 0.042 0.062
C 0.573 -1.220 4.746 0.009 0.005 -0.099
C -0.305 -1.351 2.408 -0.036 -0.048 -0.072
O -1.420 -1.694 2.775 0.060 -0.058 0.040
O 0.010 -1.141 1.163 -0.268 0.141 0.007
H 3.614 -0.140 5.741 -0.004 -0.005 -0.021
H 2.203 -0.488 1.886 0.058 -0.026 -0.020
H -0.385 -1.578 5.100 0.023 0.014 0.028
N -2.897 -0.876 -0.330 0.048 -0.006 0.138
H -2.988 -1.793 0.102 0.013 0.011 0.048
H -3.487 -0.889 -1.154 -0.009 -0.029 -0.007
H -3.297 -0.199 0.308 -0.051 -0.029 -0.047
N -3.514 4.285 3.624 -0.015 0.027 0.019
C -3.052 3.442 2.672 0.001 0.001 0.009
C -2.686 3.900 1.398 0.015 -0.016 -0.018
C -2.217 3.000 0.470 0.015 0.058 0.017
N -2.076 1.687 0.681 -0.051 -0.102 -0.010
C -2.459 1.253 1.896 -0.012 0.032 0.017
C -2.937 2.063 2.899 0.019 -0.021 -0.023
H -3.522 5.277 3.473 0.008 -0.001 -0.009
H -3.701 3.959 4.555 0.006 -0.024 -0.006
H -2.765 4.948 1.141 -0.006 -0.008 0.012
H -1.934 3.372 -0.508 -0.006 -0.023 -0.012
H -2.355 0.190 2.093 0.016 0.020 0.018
H -3.212 1.625 3.850 -0.002 0.027 -0.006
```
Forces are in eV/Å.

Computed properties:
orbital gap: 5.38 eV
charge: +1


Calculated calculated total energy, -126220.7861 -136081.7291 eV (same order as the records).
Calculated F_max, 4.35 0.60 eV/Å (same order as the records).